1.
Formula: C4H13NO2
Source: the OMol25 dataset
Level of theory: ωB97M-V with the def2-TZVPD basis set

The geometry in XYZ format:
```
20
C4H13NO2 (ωB97M-V with the def2-TZVPD basis set)
C -1.79 1.14 -0.13
C -1.57 -0.37 0.03
C -0.12 -0.74 0.32
C 0.40 -0.22 1.65
O 0.76 -0.25 -0.74
N -2.04 -1.06 -1.14
H -1.28 1.51 -1.01
H -1.48 1.64 0.79
H -2.86 1.36 -0.23
H -2.16 -0.67 0.90
H -0.07 -1.84 0.25
H 1.16 -0.90 2.03
H -0.44 -0.10 2.33
H 0.83 0.76 1.52
H 0.19 -0.18 -1.52
H -2.59 -0.53 -1.79
H -1.54 -1.77 -1.65
H 2.85 1.55 -0.08
H 4.02 0.75 -0.66
O 3.70 1.16 0.14
```

As for the SMILES: C[C@H](O)[C@@H](C)N.O. Its molecular weight is 107.153 g/mol. As for the HOMO-LUMO gap: 10.04 eV. The energy relative to the best compared isomer or geometry (same formula, charge and spin) is 51.28 kJ/mol.

---

2.
Formula: C4H13NO2
Source: the OMol25 dataset
Level of theory: ωB97M-V with the def2-TZVPD basis set

The geometry in XYZ format:
```
20
C4H13NO2 (ωB97M-V with the def2-TZVPD basis set)
C 0.91 -0.17 -1.56
C 0.89 0.41 -0.14
C 1.86 -0.16 0.98
N -0.45 0.32 0.37
C -1.15 -0.80 0.81
O -1.22 -1.28 2.15
H 0.23 -1.09 -1.78
H 0.59 0.70 -2.09
H 2.03 -0.22 -1.78
H 1.14 1.50 -0.21
H 1.68 0.52 1.78
H 1.82 -1.25 1.16
H 3.00 -0.03 0.73
H -0.51 1.07 1.06
H -2.16 -0.49 0.46
H -0.64 -1.57 0.22
H -2.16 -1.57 2.35
H -1.39 1.21 -0.95
H -2.22 1.24 -2.23
O -2.23 1.65 -1.32
```

As for the SMILES: CC(C)NCO.O. Its molecular weight is 107.153 g/mol. As for the HOMO-LUMO gap: 9.98 eV. The energy relative to the best compared isomer or geometry (same formula, charge and spin) is 200.48 kJ/mol.

---

3.
Formula: C4H13NO2
Source: the OMol25 dataset
Level of theory: ωB97M-V with the def2-TZVPD basis set

The geometry in XYZ format:
```
20
C4H13NO2 (ωB97M-V with the def2-TZVPD basis set)
C -0.28 -1.47 -0.05
C -0.78 -0.21 -0.96
C 0.14 1.08 -0.95
C 1.66 0.89 -0.94
O -0.19 2.01 0.03
N -2.03 0.41 -0.49
H -0.54 -1.24 0.99
H 0.82 -1.40 -0.11
H -0.47 -2.60 -0.14
H -0.78 -0.74 -1.97
H -0.27 1.62 -1.92
H 2.07 1.77 -1.37
H 2.08 -0.08 -1.34
H 1.92 0.93 0.10
H -0.18 1.55 0.96
H -2.10 0.33 0.51
H -2.81 0.08 -0.92
H -0.11 -1.25 2.92
H 1.11 -0.52 2.55
O 0.75 -1.16 3.10
```

As for the SMILES: C[C@H](O)[C@@H](C)N.O. Its molecular weight is 107.153 g/mol. As for the HOMO-LUMO gap: 9.76 eV. The energy relative to the best compared isomer or geometry (same formula, charge and spin) is 244.10 kJ/mol.

---

4.
Formula: C4H13NO2
Source: the OMol25 dataset
Level of theory: ωB97M-V with the def2-TZVPD basis set

The geometry in XYZ format:
```
20
C4H13NO2 (ωB97M-V with the def2-TZVPD basis set)
C -0.01 -0.04 2.54
C -0.22 -0.55 1.12
C -0.21 0.60 0.12
C 0.58 -0.36 -1.83
N -0.42 0.13 -1.25
H 0.03 -0.89 3.23
H 0.93 0.50 2.64
H -0.80 0.64 2.87
H -1.18 -1.06 1.05
H 0.55 -1.26 0.84
H 0.73 1.15 0.17
H -1.01 1.30 0.35
H 1.58 -0.39 -1.37
H 0.48 -0.78 -2.83
H -2.39 0.02 -1.41
H -3.68 0.85 -1.42
O -3.37 -0.04 -1.33
H 3.29 0.95 0.77
H 4.14 -0.29 0.52
O 3.31 0.10 0.30
```

As for the SMILES: C=NCCC.O.O. Its molecular weight is 107.153 g/mol. As for the HOMO-LUMO gap: 10.32 eV. The energy relative to the best compared isomer or geometry (same formula, charge and spin) is 79.91 kJ/mol.

---

5.
Formula: C4H13NO2
Source: the OMol25 dataset
Level of theory: ωB97M-V with the def2-TZVPD basis set

The geometry in XYZ format:
```
20
C4H13NO2 (ωB97M-V with the def2-TZVPD basis set)
C -2.55 0.22 -0.24
C -1.51 0.87 0.69
N -0.25 0.18 0.55
C 0.52 -0.24 -0.58
C 0.60 0.90 -1.68
O 1.65 0.40 -2.51
H -3.56 0.67 -0.32
H -2.49 -0.88 -0.15
H -2.25 0.46 -1.26
H -1.78 0.96 1.74
H -1.41 1.92 0.37
H -0.36 -0.60 1.19
H 0.22 -1.09 -1.21
H 1.56 -0.33 -0.27
H -0.38 0.88 -2.18
H 0.65 1.94 -1.30
H 1.40 0.59 -3.42
H 4.06 -2.39 3.48
H 2.65 -2.14 3.17
O 3.21 -2.34 3.94
```

As for the SMILES: CCNCCO.O. Its molecular weight is 107.153 g/mol. As for the HOMO-LUMO gap: 9.27 eV. The energy relative to the best compared isomer or geometry (same formula, charge and spin) is 181.96 kJ/mol.

---

6.
Formula: C4H13NO2
Source: the OMol25 dataset
Level of theory: ωB97M-V with the def2-TZVPD basis set

The geometry in XYZ format:
```
20
C4H13NO2 (ωB97M-V with the def2-TZVPD basis set)
C 0.26 1.07 2.03
N -0.09 -0.02 1.09
C -1.33 0.08 0.41
C -1.30 0.84 -0.93
C -0.39 0.27 -2.02
O 0.98 0.94 -1.92
H 1.33 0.92 2.16
H -0.03 1.99 1.59
H -0.37 0.87 2.91
H 0.17 -0.94 1.43
H -2.04 -0.86 0.33
H -2.05 0.59 1.09
H -2.35 0.87 -1.30
H -1.08 1.94 -0.78
H -0.60 0.50 -3.05
H -0.46 -0.84 -2.03
H 1.44 0.66 -1.13
H 1.80 -2.12 0.28
H 2.15 -2.87 1.47
O 1.44 -2.70 0.98
```

As for the SMILES: CNCCCO.O. Its molecular weight is 107.153 g/mol. As for the HOMO-LUMO gap: 9.08 eV. The energy relative to the best compared isomer or geometry (same formula, charge and spin) is 193.54 kJ/mol.